(1)
{"formula": "C5H9NO", "method": "ωB97M-V with the def2-TZVPD basis set", "multiplicity": 1, "orbital_gap_ev": 11.255, "de_lowest_kj_mol": 267.77, "max_force_ev_per_a": 2.0, "charge": 0, "e_tot_ev": -8866.43742, "homo_energy_ev": -10.322, "symbols": ["C", "O", "C", "C", "C", "C", "N", "H", "H", "H", "H", "H", "H", "H", "H", "H"], "coordinates": [[-0.53156, -1.00616, -2.23230], [-0.27865, -0.92706, -0.85223], [-0.38450, 0.36772, -0.31972], [-0.09638, 0.19888, 1.18590], [1.38646, -0.03743, 1.46321], [-0.29641, 2.52306, 1.68467], [-0.53154, 1.38225, 1.91067], [-0.44681, -2.05733, -2.51995], [0.19359, -0.42454, -2.82131], [-1.54414, -0.65746, -2.48572], [-1.39074, 0.78763, -0.48887], [0.33440, 1.04425, -0.82432], [-0.68368, -0.66771, 1.51467], [1.58782, -0.07902, 2.53671], [1.65884, -0.98914, 1.01187], [2.03840, 0.73570, 1.03129]], "forces_ev_per_angstrom": [[-0.062, -0.059, -0.344], [-0.002, -0.204, -0.029], [-0.036, 0.024, 0.010], [0.066, -0.464, -0.213], [0.132, -0.205, -0.038], [-0.667, -0.451, 0.880], [0.737, 1.388, -1.158], [-0.001, 0.167, 0.074], [-0.071, -0.023, 0.147], [0.127, -0.001, 0.104], [0.130, -0.144, 0.160], [-0.086, -0.093, 0.412], [0.159, 0.242, 0.015], [-0.098, -0.052, -0.127], [0.095, -0.081, 0.042], [-0.423, -0.046, 0.065]]}

---

(2)
{"formula": "C3H5ClF2", "method": "ωB97M-V with the def2-TZVPD basis set", "multiplicity": 1, "orbital_gap_ev": 12.045, "de_lowest_kj_mol": 27.18, "max_force_ev_per_a": 3.0, "charge": 0, "smiles": "C[C@H](Cl)C(F)F", "e_tot_ev": -21149.19070, "homo_energy_ev": -11.077, "symbols": ["C", "C", "C", "H", "H", "H", "H", "H", "F", "F", "Cl"], "coordinates": [[-0.55100, 1.22991, -0.02038], [-0.40506, -0.29333, -0.27406], [0.82203, -0.91495, 0.28410], [-0.79555, 1.91003, -0.89145], [0.43285, 1.63610, 0.18261], [-1.13457, 1.48343, 0.91975], [-0.18526, -0.46120, -1.33576], [0.75688, -0.83325, 1.34641], [1.02046, -2.20612, -0.14847], [1.94503, -0.27906, -0.07218], [-1.90583, -1.27156, 0.00942]], "forces_ev_per_angstrom": [[0.029, 0.719, 0.754], [-0.628, 0.748, -2.856], [0.137, -1.023, 1.407], [-0.617, -1.408, 0.816], [0.550, -0.244, 0.322], [0.323, -0.434, -1.388], [-0.588, 0.359, -0.200], [0.286, -0.775, 1.137], [-0.723, 0.562, 0.377], [0.417, 0.970, -0.658], [0.813, 0.525, 0.291]]}